Formula: C90H190N10O10
Source: the Open Molecules 2025 dataset
Level of theory: ωB97M-V/def2-TZVPD

```
300
Properties=species:S:1:pos:R:3
C -0.936 1.209 -0.051
C -0.060 0.388 -1.038
C -0.724 0.063 -2.363
C 1.191 1.175 -1.399
C 2.405 1.044 -0.420
C 2.581 -0.370 0.085
C 1.345 -1.076 0.600
C 1.683 -2.557 0.639
C 0.937 -0.536 1.988
N 0.234 -0.890 -0.377
O -0.837 -1.738 -0.149
H -1.155 2.107 -0.638
H -1.883 0.736 0.202
H -0.365 1.506 0.825
H -0.789 0.797 -3.165
H -0.292 -0.869 -2.733
H -1.763 -0.266 -2.243
H 1.637 0.969 -2.372
H 0.910 2.227 -1.327
H 3.363 1.351 -0.842
H 2.265 1.787 0.373
H 3.291 -0.327 0.919
H 3.144 -0.896 -0.691
H 2.484 -2.738 1.366
H 2.057 -2.948 -0.307
H 0.891 -3.214 1.003
H 1.224 -1.221 2.790
H -0.128 -0.342 2.109
H 1.439 0.406 2.228
H -1.588 -1.296 0.285
C -1.443 -1.977 -6.514
C -2.555 -2.730 -5.803
C -2.640 -2.323 -4.345
C -3.933 -2.331 -6.411
C -4.212 -3.039 -7.737
C -3.971 -4.555 -7.628
C -2.577 -4.927 -7.113
C -2.665 -6.410 -6.800
C -1.534 -4.626 -8.200
N -2.377 -4.229 -5.815
O -1.165 -4.596 -5.241
H -0.528 -2.532 -6.721
H -1.758 -1.692 -7.526
H -1.222 -1.013 -6.050
H -1.749 -2.349 -3.716
H -3.118 -1.367 -4.102
H -3.395 -2.969 -3.877
H -4.689 -2.471 -5.640
H -3.869 -1.277 -6.693
H -5.183 -2.628 -8.036
H -3.618 -2.647 -8.569
H -4.228 -5.076 -8.553
H -4.722 -4.974 -6.950
H -1.692 -6.899 -6.689
H -3.222 -7.031 -7.502
H -3.103 -6.557 -5.810
H -1.642 -3.614 -8.583
H -1.688 -5.291 -9.053
H -0.532 -4.849 -7.831
H -1.242 -4.486 -4.287
C -5.375 -5.534 3.662
C -6.349 -4.561 2.963
C -7.402 -5.347 2.175
C -6.863 -3.568 3.996
C -7.627 -2.442 3.356
C -6.731 -1.622 2.382
C -5.869 -2.443 1.387
C -6.492 -2.647 0.031
C -4.487 -1.708 1.292
N -5.574 -3.809 1.933
O -4.756 -4.550 1.077
H -5.246 -6.401 3.007
H -4.403 -5.146 3.955
H -5.888 -5.991 4.513
H -7.964 -5.940 2.907
H -8.086 -4.639 1.715
H -6.906 -6.024 1.487
H -7.534 -4.212 4.575
H -6.039 -3.202 4.607
H -8.556 -2.751 2.876
H -7.965 -1.774 4.155
H -6.174 -0.836 2.881
H -7.540 -1.274 1.733
H -7.437 -3.190 0.073
H -5.711 -3.013 -0.631
H -6.834 -1.709 -0.423
H -3.780 -1.975 0.505
H -3.922 -1.734 2.226
H -4.809 -0.674 1.123
H -3.920 -4.646 1.550
C -5.702 2.486 6.712
C -5.297 2.217 5.264
C -4.782 0.755 5.212
C -6.538 2.404 4.360
C -6.201 2.461 2.885
C -5.186 3.645 2.675
C -3.904 3.439 3.539
C -3.056 2.341 2.951
C -3.190 4.805 3.431
N -4.228 3.185 4.933
O -3.119 3.137 5.779
H -4.875 2.448 7.420
H -6.126 3.494 6.697
H -6.421 1.744 7.062
H -5.440 0.004 5.647
H -4.690 0.510 4.149
H -3.768 0.695 5.606
H -7.128 1.485 4.441
H -7.167 3.242 4.662
H -5.567 1.627 2.576
H -6.972 2.624 2.134
H -5.717 4.552 2.984
H -4.900 3.890 1.651
H -2.436 2.647 2.102
H -3.620 1.536 2.462
H -2.430 1.772 3.640
H -2.188 4.789 2.999
H -2.995 5.308 4.384
H -3.783 5.567 2.921
H -3.252 3.881 6.375
C -8.525 0.580 -0.987
C -7.647 1.540 -1.847
C -8.090 1.602 -3.351
C -7.643 2.900 -1.163
C -6.709 3.936 -1.707
C -5.243 3.445 -1.656
C -5.124 2.005 -2.206
C -4.878 2.089 -3.717
C -3.925 1.445 -1.424
N -6.250 1.110 -1.903
O -6.024 -0.190 -2.350
H -8.191 0.667 0.044
H -9.557 0.877 -1.170
H -8.382 -0.445 -1.326
H -9.148 1.332 -3.401
H -8.015 2.572 -3.859
H -7.471 1.062 -4.067
H -8.651 3.263 -1.427
H -7.804 2.862 -0.084
H -7.097 4.322 -2.648
H -6.728 4.770 -0.997
H -4.771 3.561 -0.683
H -4.743 4.144 -2.332
H -3.834 2.364 -3.904
H -5.363 2.977 -4.145
H -5.196 1.313 -4.412
H -3.696 0.414 -1.704
H -4.173 1.376 -0.362
H -2.998 2.011 -1.482
H -6.115 -0.175 -3.319
C 6.653 1.281 -5.248
C 5.473 0.981 -4.302
C 5.258 2.029 -3.209
C 4.066 0.905 -4.985
C 3.386 -0.453 -5.181
C 4.371 -1.532 -5.455
C 5.352 -1.693 -4.262
C 4.687 -2.530 -3.164
C 6.632 -2.222 -4.940
N 5.650 -0.350 -3.669
O 6.567 -0.475 -2.596
H 7.440 1.856 -4.754
H 7.079 0.332 -5.562
H 6.270 1.893 -6.064
H 4.516 1.719 -2.480
H 6.189 2.237 -2.673
H 4.984 2.955 -3.719
H 3.330 1.626 -4.630
H 4.195 1.241 -6.025
H 2.874 -0.703 -4.243
H 2.579 -0.469 -5.918
H 4.893 -1.379 -6.404
H 3.771 -2.427 -5.651
H 5.440 -2.633 -2.378
H 4.370 -3.537 -3.441
H 3.815 -2.058 -2.715
H 7.534 -2.127 -4.330
H 6.926 -1.822 -5.909
H 6.451 -3.289 -5.114
H 7.397 -0.215 -3.030
C 4.833 -5.053 9.198
C 3.341 -4.955 8.814
C 2.573 -6.193 9.292
C 2.695 -3.759 9.570
C 2.977 -2.436 8.847
C 2.505 -2.513 7.400
C 3.163 -3.677 6.630
C 2.316 -3.737 5.334
C 4.568 -3.143 6.252
N 3.138 -4.930 7.357
O 4.004 -5.850 6.706
H 5.237 -6.054 9.047
H 5.493 -4.407 8.619
H 4.995 -4.778 10.242
H 3.033 -7.122 8.949
H 2.688 -6.186 10.382
H 1.513 -6.228 9.051
H 1.603 -3.816 9.553
H 3.054 -3.762 10.596
H 2.599 -1.505 9.276
H 4.064 -2.318 8.938
H 2.560 -1.583 6.840
H 1.440 -2.783 7.404
H 2.585 -4.554 4.657
H 2.440 -2.837 4.728
H 1.242 -3.831 5.505
H 4.615 -2.235 5.650
H 5.031 -3.965 5.703
H 5.219 -2.920 7.099
H 3.376 -6.506 6.383
C 1.816 6.858 0.566
C 1.940 5.677 1.586
C 1.220 4.431 1.043
C 3.434 5.290 1.719
C 4.361 6.352 2.291
C 3.780 6.573 3.694
C 2.304 7.015 3.756
C 1.852 6.695 5.219
C 2.048 8.513 3.498
N 1.554 6.050 2.923
O 0.159 6.208 3.104
H 2.697 7.498 0.566
H 1.635 6.506 -0.449
H 0.970 7.448 0.925
H 1.327 3.532 1.650
H 0.158 4.687 1.158
H 1.316 4.207 -0.018
H 3.416 4.417 2.378
H 3.811 4.935 0.753
H 5.330 5.851 2.347
H 4.457 7.142 1.546
H 4.472 7.274 4.175
H 3.866 5.659 4.279
H 1.740 5.629 5.395
H 0.927 7.218 5.473
H 2.548 7.126 5.944
H 2.654 8.973 4.291
H 1.069 8.838 3.851
H 2.465 8.929 2.585
H 0.000 7.155 2.944
C 1.400 5.446 -4.719
C 0.094 4.688 -4.848
C -0.445 4.535 -3.408
C -0.898 5.540 -5.632
C -0.554 5.565 -7.143
C -0.451 4.204 -7.751
C 0.518 3.275 -6.962
C 0.207 1.910 -7.600
C 1.968 3.643 -7.301
N 0.233 3.387 -5.529
O 0.877 2.393 -4.781
H 1.824 5.868 -5.637
H 1.337 6.374 -4.142
H 2.186 4.811 -4.303
H -1.383 3.972 -3.472
H 0.188 3.868 -2.820
H -0.610 5.512 -2.965
H -1.914 5.147 -5.541
H -0.936 6.612 -5.434
H -1.437 6.067 -7.552
H 0.338 6.150 -7.383
H -0.230 4.268 -8.813
H -1.409 3.736 -7.490
H 0.165 1.938 -8.683
H -0.720 1.482 -7.197
H 0.890 1.148 -7.207
H 2.073 4.508 -7.961
H 2.483 2.876 -7.891
H 2.548 3.707 -6.382
H 0.151 1.799 -4.563
C 9.232 -5.010 3.537
C 9.105 -3.522 3.118
C 9.880 -2.694 4.180
C 9.842 -3.191 1.797
C 8.976 -3.891 0.715
C 7.673 -3.130 0.616
C 6.838 -3.224 1.904
C 5.751 -2.134 1.890
C 6.165 -4.633 1.907
N 7.722 -3.017 3.028
O 7.078 -3.278 4.267
H 8.542 -5.101 4.382
H 8.770 -5.721 2.848
H 10.197 -5.427 3.814
H 9.325 -2.283 5.027
H 10.575 -3.410 4.621
H 10.437 -1.830 3.816
H 9.899 -2.139 1.525
H 10.844 -3.605 1.666
H 9.533 -3.969 -0.227
H 8.770 -4.957 0.830
H 7.271 -3.594 -0.294
H 7.787 -2.101 0.266
H 6.146 -1.247 1.391
H 5.530 -1.743 2.889
H 4.773 -2.453 1.535
H 5.545 -4.773 1.019
H 5.552 -4.867 2.776
H 6.971 -5.362 1.820
H 7.029 -2.389 4.636
```

The value obtained for the energy above the lowest of the compared OMol25 structures with the same formula, charge and spin is 159.9 kcal/mol. As for the SMILES: CC1(C)CCCC(C)(C)N1O.CC1(C)CCCC(C)(C)N1O.CC1(C)CCCC(C)(C)N1O.CC1(C)CCCC(C)(C)N1O.CC1(C)CCCC(C)(C)N1O.CC1(C)CCCC(C)(C)N1O.CC1(C)CCCC(C)(C)N1O.CC1(C)CCCC(C)(C)N1O.CC1(C)CCCC(C)(C)N1O.CC1(C)CCCC(C)(C)N1O. The LUMO energy is 0.4036 eV. The calculation puts the HOMO energy at -7.319 eV. Its total energy is -4842.439382 a.u. As for the gap between HOMO and LUMO: 0.284 Ha.

These are the Mulliken partial charges, in e, on atoms 1 to 99: -1.489 3.410 -1.878 0.965 -0.306 -1.629 2.561 -1.954 -1.304 0.475 -0.500 0.672 -0.276 0.475 -0.404 0.728 -0.046 -0.594 -0.905 0.195 -0.487 0.745 -0.096 0.193 0.390 0.365 0.045 0.000 0.356 0.338 -1.881 3.020 -2.804 -1.271 -0.885 -1.381 1.758 -1.970 -1.699 0.194 -0.497 0.424 0.240 0.171 0.314 0.488 0.637 0.399 0.355 0.472 0.366 0.518 0.405 0.390 0.372 0.456 0.333 0.426 0.360 0.380 -2.003 1.194 -1.762 -1.104 -1.115 0.088 1.758 -1.278 -1.996 0.740 -0.517 0.433 0.356 0.447 0.465 0.351 0.350 0.586 0.293 0.465 0.473 -0.374 -0.238 0.365 0.439 -0.251 0.545 0.563 0.160 0.329 -1.963 1.624 -1.609 -1.340 1.400 -1.962 2.613 -1.301 -1.949